Entry 1:
Formula: C50H58BClF6N3O4
Source: the OMol25 dataset
Level of theory: the ωB97M-V functional and the def2-TZVPD basis

Net charge = +1

Each line ends with the Mulliken charge.
CARTESIAN COORDINATES (ANGSTROEM)
C (4.62591, -1.07174, 1.22901)  -1.419
C (4.10352, -0.23698, 0.06264)  -0.064
C (2.80996, 0.48213, 0.39105)  0.472
Cl (3.04442, 1.57066, 1.79276)  -0.124
N (2.22206, 1.26908, -0.70911)  0.678
C (1.79958, 0.49722, -1.77467)  -0.750
N (0.67817, -0.18090, -1.72661)  0.215
C (0.33529, -1.15684, -2.78518)  -1.472
C (1.26396, -2.36322, -2.81753)  -0.029
C (0.66235, -3.48460, -3.66265)  -0.817
O (0.22646, -3.02871, -4.92502)  -0.467
C (1.27178, -2.63685, -5.79046)  -0.725
B (-0.27534, 0.00363, -0.53507)  0.815
C (-0.36664, -1.04026, 0.60814)  -1.163
O (-1.07626, 1.09514, -0.57310)  -0.415
N (2.68701, 0.54036, -2.80206)  -0.079
C (3.20531, 1.94614, -2.78090)  -1.070
C (3.02680, 2.38608, -1.28827)  0.144
C (2.30360, 3.73814, -1.23676)  -1.162
C (2.53842, 4.59251, 0.01223)  -0.667
C (1.56126, 4.43462, 1.15524)  0.224
O (1.64717, 5.04877, 2.18540)  -0.527
O (0.54614, 3.55454, 0.91776)  -0.214
H (5.22408, -0.47830, 1.91601)  0.273
H (3.80621, -1.55510, 1.76613)  0.373
H (5.26611, -1.86923, 0.84725)  0.408
H (4.86225, 0.47290, -0.28045)  0.222
H (3.89816, -0.89600, -0.79053)  0.246
H (2.06698, -0.24560, 0.72457)  -0.246
H (-0.67966, -1.50168, -2.57505)  0.481
H (0.29906, -0.62162, -3.73816)  0.415
H (2.26068, -2.11258, -3.19164)  0.412
H (1.40363, -2.72994, -1.79467)  0.274
H (-0.17079, -3.96390, -3.14672)  0.463
H (1.44177, -4.24534, -3.79093)  0.442
H (1.47826, -1.56043, -5.72118)  0.199
H (2.19514, -3.18711, -5.57998)  0.325
H (0.96060, -2.85896, -6.81108)  0.308
H (0.39495, -1.81894, 0.59874)  0.428
H (-1.36338, -1.49564, 0.58676)  0.364
H (-0.32346, -0.52169, 1.57403)  0.369
H (-1.17921, 1.44564, -1.46751)  0.274
H (2.31422, 0.28047, -3.71081)  0.193
H (2.56421, 2.56827, -3.40760)  0.560
H (4.23328, 1.94970, -3.13712)  0.325
H (3.99792, 2.44302, -0.79511)  0.789
H (2.65640, 4.32142, -2.09116)  0.589
H (1.23351, 3.55643, -1.36037)  0.278
H (3.51480, 4.36190, 0.44989)  0.274
H (2.51708, 5.65150, -0.24990)  0.389
H (0.48946, 2.93997, 1.66295)  0.264
F (7.41402, 0.24048, 1.24156)  -0.224
C (8.36178, 0.81089, 2.03315)  0.566
C (8.17156, 2.10843, 2.45809)  -0.466
C (9.14086, 2.68192, 3.26910)  -0.340
C (10.26877, 1.95965, 3.63194)  -0.635
C (10.42975, 0.65536, 3.18530)  -0.296
C (9.46825, 0.06488, 2.37759)  -0.559
H (7.28530, 2.65219, 2.15977)  0.457
H (9.01123, 3.69709, 3.61857)  0.356
H (11.02095, 2.41248, 4.26257)  0.376
H (11.30874, 0.09106, 3.46498)  0.361
H (9.56906, -0.95094, 2.02116)  0.412
F (2.85335, -5.30950, -2.17185)  -0.346
C (2.11972, -6.45016, -2.05919)  0.420
C (1.10760, -6.49112, -1.12361)  -0.273
C (0.35643, -7.65327, -1.01624)  -0.496
C (0.62923, -8.74094, -1.83321)  -0.656
C (1.65542, -8.66753, -2.76477)  -0.405
C (2.41363, -7.51160, -2.88750)  -0.462
H (0.91788, -5.63277, -0.49219)  0.483
H (-0.44494, -7.70633, -0.29194)  0.384
H (0.04013, -9.64364, -1.74797)  0.486
H (1.86998, -9.51505, -3.40134)  0.422
H (3.21564, -7.43016, -3.60851)  0.442
F (-1.87277, -10.77228, -3.34766)  -0.353
C (-2.50020, -9.70013, -3.87762)  0.398
C (-3.64463, -9.23074, -3.26630)  -0.529
C (-4.27744, -8.12359, -3.81318)  -0.280
C (-3.76688, -7.51150, -4.94971)  -0.587
C (-2.61386, -8.00777, -5.54258)  -0.362
C (-1.96654, -9.11121, -5.00570)  -0.310
H (-4.02735, -9.72869, -2.38596)  0.436
H (-5.17650, -7.74153, -3.34868)  0.377
H (-4.26884, -6.65306, -5.37456)  0.408
H (-2.21571, -7.53788, -6.43188)  0.380
H (-1.06570, -9.51419, -5.44795)  0.435
F (-3.52809, -0.61082, 3.18983)  -0.324
C (-4.24393, 0.33494, 2.53785)  0.381
C (-5.55790, 0.55026, 2.89818)  -0.604
C (-6.27633, 1.51670, 2.20715)  -0.355
C (-5.67885, 2.24550, 1.18671)  -0.568
C (-4.35226, 2.00753, 0.85343)  -0.591
C (-3.62140, 1.04075, 1.52983)  -0.242
H (-6.00352, -0.03167, 3.69287)  0.459
H (-7.31057, 1.70045, 2.46646)  0.397
H (-6.25132, 2.98779, 0.64743)  0.539
H (-3.88293, 2.57078, 0.05709)  0.382
H (-2.59190, 0.83729, 1.28831)  0.447
F (-3.92919, 6.29712, 6.11434)  -0.311
C (-2.72068, 6.36579, 5.51452)  0.464
C (-2.60098, 5.92305, 4.21230)  -0.623
C (-1.35639, 5.99724, 3.60406)  -0.280
C (-0.26124, 6.49458, 4.29569)  -0.525
C (-0.41380, 6.92750, 5.60593)  -0.312
C (-1.65354, 6.87163, 6.22736)  -0.544
H (-3.46432, 5.52568, 3.69548)  0.544
H (-1.23929, 5.65438, 2.58420)  0.356
H (0.70560, 6.52988, 3.81875)  0.429
H (0.43828, 7.30699, 6.15376)  0.370
H (-1.79761, 7.20609, 7.24548)  0.425
F (-8.95232, 3.93243, 0.67673)  -0.308
C (-8.95588, 4.95214, 1.56868)  0.556
C (-10.06468, 5.76796, 1.64664)  -0.621
C (-10.05005, 6.80509, 2.56831)  -0.281
C (-8.94382, 7.01034, 3.38174)  -0.666
C (-7.84198, 6.17273, 3.27763)  -0.394
C (-7.84308, 5.12783, 2.36374)  -0.046
H (-10.91284, 5.59035, 1.00008)  0.432
H (-10.91067, 7.45499, 2.65052)  0.358
H (-8.94097, 7.82117, 4.09694)  0.387
H (-6.98091, 6.33195, 3.91026)  0.484
H (-7.00173, 4.45661, 2.26481)  0.088



Entry 2:
Formula: C5H32NO11
Source: the OMol25 dataset
Level of theory: the ωB97M-V functional and the def2-TZVPD basis

Net charge = +1

Each line ends with the natural charge from an NBO analysis.
CARTESIAN COORDINATES (ANGSTROEM)
C (2.36775, -1.00702, -0.64588)  -0.621
C (1.22172, 0.04053, -1.02032)  -0.509
C (0.60352, -0.41976, -2.30410)  0.173
C (1.14163, -0.46337, -3.51598)  -0.408
C (-1.76173, -0.35034, -1.73178)  0.177
N (-0.74957, -0.99689, -2.20011)  -0.489
H (3.28906, -0.40451, -0.75724)  0.218
H (2.45071, -1.32962, 0.41371)  0.246
H (2.44241, -1.85300, -1.35171)  0.220
H (0.51896, -0.24460, -0.24428)  0.261
H (1.57076, 1.06441, -1.23326)  0.232
H (2.21554, -0.36029, -3.63343)  0.232
H (0.58112, -0.74084, -4.37740)  0.217
H (-2.73841, -0.77447, -2.04132)  0.243
H (-1.86439, 0.56450, -1.09852)  0.290
H (-0.80667, -1.86039, -2.72136)  0.438
H (-0.33172, 3.66166, 2.59676)  0.467
H (-0.65857, 4.25391, 1.29742)  0.466
O (-1.05862, 4.13129, 2.17115)  -0.924
H (-0.23833, -2.24434, 3.32695)  0.468
H (0.14389, -0.80767, 3.14145)  0.516
O (-0.62980, -1.42497, 2.99283)  -0.979
H (-1.73258, 3.73653, -2.72138)  0.498
H (-1.35006, 2.60748, -3.79501)  0.495
O (-1.39995, 2.85291, -2.87185)  -0.982
H (0.94299, -4.74794, 0.57779)  0.470
H (1.91038, -3.98083, -0.08397)  0.455
O (1.87270, -4.47967, 0.74214)  -0.925
H (-2.30540, 0.21372, 1.45426)  0.486
H (-2.42058, -0.65469, 2.68480)  0.500
O (-2.78251, -0.57976, 1.77255)  -1.001
H (-1.79574, 2.16741, 1.16027)  0.510
H (-0.42852, 1.52077, 0.95686)  0.507
O (-1.35500, 1.42506, 0.69477)  -0.998
H (-0.76673, -2.63184, 1.72726)  0.500
H (-0.32389, -4.00556, 1.95476)  0.469
O (-0.79647, -3.51707, 1.26551)  -0.994
H (1.79187, 1.07397, 2.70301)  0.518
H (2.28109, -0.25338, 3.35627)  0.488
O (1.53155, 0.15807, 2.90751)  -0.981
H (0.32334, 3.29373, -1.57157)  0.514
H (1.53519, 4.19542, -1.20092)  0.496
O (0.84505, 3.63941, -0.83272)  -0.989
H (1.14424, 2.90324, 0.72427)  0.509
H (1.88442, 1.61829, 0.36298)  0.488
O (1.38842, 2.02075, 1.09076)  -0.995
H (-2.97407, -1.84829, 0.45175)  0.526
H (-2.14227, -2.99537, -0.18169)  0.505
O (-2.58679, -2.16655, -0.39194)  -1.001



Entry 3:
Formula: C4H6O
Source: the OMol25 dataset
Level of theory: the ωB97M-V functional and the def2-TZVPD basis

SMILES string = O=CC1CC1

Each line ends with the natural charge from an NBO analysis.
CARTESIAN COORDINATES (ANGSTROEM)
O (2.64087, -0.08722, 0.20211)  -0.527
C (1.52966, -0.25419, -0.24224)  0.440
C (0.28911, -0.06391, 0.53913)  -0.345
C (-0.69946, 0.79104, -0.23814)  -0.391
C (-1.06860, -0.59468, 0.14786)  -0.402
H (1.36358, -0.44590, -1.32758)  0.097
H (0.45765, 0.11304, 1.59723)  0.237
H (-1.13285, 1.65771, 0.24467)  0.228
H (-0.44688, 0.94049, -1.28684)  0.215
H (-1.75579, -0.69944, 0.98272)  0.227
H (-1.17727, -1.35693, -0.61891)  0.221



Entry 4:
Formula: C2H3N2S
Source: the OMol25 dataset
Level of theory: the ωB97M-V functional and the def2-TZVPD basis

Net charge = +1

Each line ends with the natural charge from an NBO analysis.
CARTESIAN COORDINATES (ANGSTROEM)
C (0.07974, 1.22425, -0.04111)  0.067
C (0.80859, 0.13236, -0.01597)  -0.098
N (-1.77428, 0.56489, 0.14742)  -0.586
N (0.12694, -1.13479, -0.18695)  -0.728
S (-1.51752, -0.86280, -0.04979)  1.274
H (1.96919, -0.11731, -0.04024)  0.335
H (-0.05390, 2.24612, 0.17744)  0.284
H (0.36124, -2.05271, 0.00920)  0.453



Entry 5:
Formula: C5H8O2S
Source: the OMol25 dataset
Level of theory: the ωB97M-V functional and the def2-TZVPD basis

SMILES string = O[C@@H]1COC=CSC1

Each line ends with the natural charge from an NBO analysis.
CARTESIAN COORDINATES (ANGSTROEM)
O (-1.48007, -0.77603, -1.31484)  -0.752
C (-1.21174, -0.75013, 0.12775)  0.051
C (-1.11783, 0.74602, 0.36072)  -0.074
O (-0.20104, 1.33335, -0.56554)  -0.564
C (1.17553, 1.50224, -0.20701)  0.100
C (1.98095, 0.46990, -0.27445)  -0.477
S (1.63537, -1.15816, -0.44205)  0.302
C (0.08708, -1.44807, 0.48524)  -0.557
H (-0.80127, -0.23113, -1.86950)  0.498
H (-2.11241, -1.19830, 0.68760)  0.207
H (-0.82480, 1.00461, 1.39335)  0.169
H (-2.03929, 1.12448, 0.12921)  0.196
H (1.44903, 2.58002, -0.13268)  0.202
H (3.01966, 0.69978, -0.11368)  0.231
H (0.12787, -2.52841, 0.14408)  0.241
H (0.31297, -1.37016, 1.59179)  0.226



| no. | E (eV) |
| --- | --- |
| 1 | -94951.320 |
| 2 | -29709.124 |
| 3 | -6291.481 |
| 4 | -15926.532 |
| 5 | -20242.795 |